{"formula": "CHFO2", "method": "wB97M-V/def2-TZVPD", "species": ["C", "O", "O", "F", "H"], "coordinates": [[1.1297, 0.0349, -0.1916], [1.8745, 0.8958, -0.0782], [0.4153, -0.8614, -0.2303], [-1.7979, -0.4034, -0.0069], [-1.6216, 0.3341, 0.5070]], "forces_ev_per_a": [[-0.029, -0.996, 0.328], [1.096, 1.709, -0.072], [0.220, -0.970, -0.405], [-1.230, -0.065, -0.135], [-0.057, 0.323, 0.284]], "nbo_charge": [1.01, -0.52, -0.49, -0.55, 0.55], "relative_energy_kcal_mol": 10.0, "smiles": "O=C=O.F", "gap_ev": 13.0}